# 1
DFT (wB97M-V/def2-TZVPD) results for C35H30HfN6O6Te as an isolated structure at a distorted geometry.

The LUMO energy comes out at -0.0188 Ha. As for the energy relative to the best compared isomer or geometry (same formula, charge and spin): 0.766 eV. As for the orbital gap: 6.742 eV.

Last column: Mulliken charge in e.
Positions of all 79 atoms, in Å:
1 Hf -0.8326 -0.4425 -0.1956  0.60
2 O -1.5036 3.8027 -0.1076  -0.68
3 C -1.2256 2.6503 0.1204  0.07
4 N -1.3809 1.5969 -0.7830  0.82
5 C -2.5232 1.7391 -1.5968  -0.20
6 O -3.5956 2.1231 -1.1646  -0.78
7 C -2.4522 1.4306 -3.0693  0.55
8 C -3.5709 0.9190 -3.7122  -0.68
9 C -3.4840 0.6608 -5.0697  -0.48
10 C -2.3015 0.9566 -5.7312  -0.53
11 C -1.2488 1.4930 -5.0025  -0.28
12 N -1.3111 1.7159 -3.6930  -0.34
13 C -0.6502 2.2718 1.4565  0.39
14 C -0.4117 3.2487 2.3993  -0.67
15 C 0.0195 2.8628 3.6585  -0.69
16 C 0.1696 1.5133 3.9275  -0.86
17 C -0.0858 0.5990 2.9232  -0.55
18 N -0.4738 0.9682 1.7042  1.36
19 H -4.4651 0.7065 -3.1427  0.45
20 H -4.3247 0.2298 -5.5993  0.42
21 H -2.1971 0.7758 -6.7943  0.43
22 H -0.3093 1.7452 -5.4864  0.45
23 H -0.5897 4.2798 2.1284  0.62
24 H 0.2301 3.6049 4.4188  0.44
25 H 0.4999 1.1610 4.8956  0.47
26 H 0.0208 -0.4647 3.0897  0.49
27 O -3.3043 -2.4010 -2.7697  -0.69
28 C -2.4158 -1.7687 -2.2621  0.10
29 O -2.4953 -1.1053 -1.1287  -0.59
30 C -1.0728 -1.6569 -2.9551  1.15
31 C -0.8035 -2.5417 -4.0083  -1.24
32 C 0.4145 -2.4699 -4.6076  -1.20
33 C 1.3002 -1.4253 -4.2570  0.94
34 C 2.5181 -1.2003 -4.9405  -0.75
35 C 3.2672 -0.0933 -4.6674  -0.75
36 C 2.8154 0.8514 -3.7204  -0.89
37 C 1.6648 0.6395 -3.0177  0.30
38 C 0.9125 -0.5350 -3.2338  -1.01
39 N -0.2404 -0.7360 -2.5168  1.38
40 H -1.5625 -3.2609 -4.2783  0.62
41 H 0.6979 -3.1702 -5.3850  0.43
42 H 2.8250 -1.9062 -5.7043  0.41
43 H 4.1946 0.0821 -5.2007  0.40
44 H 3.3887 1.7541 -3.5483  0.49
45 H 1.2817 1.3749 -2.3242  0.50
46 N -4.0397 0.4210 1.0277  -0.06
47 C -5.0463 0.1197 1.8560  -0.26
48 C -4.5482 -0.7587 2.7946  -1.16
49 C -3.2042 -0.9230 2.4387  -0.55
50 N -2.9011 -0.1966 1.3655  0.46
51 H -4.0333 1.0925 0.2616  0.12
52 H -6.0272 0.5485 1.7260  0.46
53 H -5.0757 -1.2176 3.6152  0.40
54 H -2.4546 -1.5359 2.9098  0.63
55 O -0.3697 -2.7545 -0.6811  -0.33
56 C -0.7008 -2.9487 0.4991  -0.13
57 O -0.8517 -1.9581 1.2982  0.00
58 H -0.8647 -3.9620 0.8796  0.42
59 C 4.0032 -0.2844 6.1635  -1.71
60 C 3.5138 -0.3377 4.7381  0.73
61 C 3.6058 0.7695 3.9020  -0.89
62 C 3.1653 0.7354 2.5814  1.01
63 C 3.2847 1.9942 1.7539  -1.72
64 C 2.6312 -0.4565 2.0671  -0.26
65 Te 1.9887 -0.5076 0.0345  0.25
66 C 2.5557 -1.5926 2.8817  1.11
67 C 2.0227 -2.9265 2.4089  -1.98
68 C 2.9853 -1.5071 4.2069  -0.74
69 H 4.0600 0.7437 6.5248  0.37
70 H 5.0030 -0.7192 6.2431  0.35
71 H 3.3480 -0.8487 6.8291  0.39
72 H 4.0209 1.6965 4.2924  0.30
73 H 3.5110 2.8532 2.3890  0.35
74 H 2.3702 2.1982 1.1952  0.24
75 H 4.0881 1.8905 1.0171  0.33
76 H 1.0173 -3.1026 2.8017  0.20
77 H 2.6635 -3.7328 2.7719  0.54
78 H 1.9809 -2.9806 1.3214  0.25
79 H 2.9094 -2.3907 4.8377  0.43

# 2
DFT (wB97M-V/def2-TZVPD) results for a single C6H14N2O molecule at a distorted geometry.

The LUMO energy comes out at 0.0333 Ha. As for the energy relative to the best compared isomer or geometry (same formula, charge and spin): 2.275 eV. As for the SMILES: C=C(CCNC)[C@@H](N)O. As for the orbital gap: 9.632 eV.

Last column: natural (NBO) charge in e.
Positions of all 23 atoms, in Å:
1 C -0.7002 0.7669 1.5889  0.24
2 C 1.0491 -1.0207 -1.0164  -0.20
3 C 1.3839 -0.2447 0.2719  -0.47
4 C -1.2653 -0.7396 -1.7701  -0.42
5 N -0.3166 -1.5443 -1.0146  -0.65
6 C 0.5114 0.9599 0.5002  0.00
7 N -1.2781 -0.5248 1.6404  -0.88
8 C 0.6336 2.0642 -0.2263  -0.44
9 O -0.1154 1.0687 2.8254  -0.71
10 H 0.4295 1.8660 2.5494  0.48
11 H -0.3273 -2.4933 -1.3704  0.37
12 H -1.4644 1.5120 1.3085  0.13
13 H -0.9865 -0.9980 2.4878  0.37
14 H -1.0406 -1.0914 0.8246  0.40
15 H 1.7496 -1.8569 -1.0927  0.20
16 H 1.2136 -0.3631 -1.8813  0.17
17 H 1.2989 -0.9252 1.1221  0.22
18 H 2.4284 0.0713 0.1999  0.22
19 H -2.2505 -1.1984 -1.7009  0.21
20 H -0.9936 -0.6372 -2.8307  0.17
21 H -1.3208 0.2515 -1.3238  0.21
22 H 1.3808 2.1637 -1.0021  0.20
23 H -0.0198 2.9133 -0.0900  0.20

# 3
DFT (wB97M-V/def2-TZVPD) results for a single C19H19N3O2 molecule at a distorted geometry.

The LUMO energy comes out at 0.0256 Ha. As for the energy relative to the best compared isomer or geometry (same formula, charge and spin): 4.402 eV. As for the SMILES: O=C(NO)[C@H](Cc1ccccc1)c1cnc2c(C3CC3)cccn12. As for the orbital gap: 8.759 eV.

Last column: natural (NBO) charge in e.
Positions of all 43 atoms, in Å:
1 O -1.7482 -2.2154 0.4682  -0.66
2 N 1.5490 2.1940 0.9864  -0.48
3 O -2.3463 -1.9734 3.0980  -0.53
4 C -1.7492 -1.0720 0.8936  0.64
5 C 2.0962 1.0257 0.8215  0.33
6 C 0.2313 2.0112 0.6173  -0.04
7 C 2.7147 -1.7210 0.3215  -0.25
8 C 3.7458 -0.7872 0.8537  -0.23
9 C 1.4569 -1.2470 0.0900  -0.02
10 C -0.0749 0.7123 0.3422  0.07
11 C 3.4482 0.5616 1.0842  0.00
12 C -5.5313 -0.2886 -2.9576  -0.24
13 C -5.0248 -1.4092 -2.3267  -0.15
14 C -4.7488 0.8498 -3.1401  -0.21
15 C -3.7110 -1.4435 -1.8516  -0.22
16 C -3.4630 0.8349 -2.6370  -0.21
17 C -2.8951 -0.3077 -2.0338  -0.03
18 N -2.0530 -0.8834 2.2131  -0.32
19 N 1.1624 0.0887 0.4092  -0.32
20 C -1.4278 0.1211 0.0265  -0.32
21 C -1.4810 -0.2063 -1.4632  -0.41
22 C 5.9157 1.5376 1.0778  -0.41
23 C 5.5564 1.1434 2.5414  -0.41
24 C 4.4531 1.5897 1.5535  -0.27
25 H -2.3054 -2.7722 2.5445  0.50
26 H -0.5068 2.8432 0.6186  0.20
27 H 2.9428 -2.7756 0.0799  0.23
28 H 4.7439 -1.2074 1.0087  0.22
29 H 0.6896 -1.8950 -0.2750  0.23
30 H -6.5419 -0.2254 -3.3023  0.21
31 H -5.6271 -2.2869 -2.1570  0.20
32 H -5.1451 1.7400 -3.6109  0.21
33 H -3.3794 -2.3627 -1.3972  0.23
34 H -2.8741 1.7256 -2.7515  0.20
35 H -1.9574 0.0359 2.6048  0.40
36 H -2.1711 0.8900 0.2632  0.25
37 H -0.9992 0.5777 -2.0040  0.22
38 H -0.9508 -1.1571 -1.6622  0.23
39 H 6.3373 2.5480 0.8828  0.22
40 H 6.2279 0.7597 0.3633  0.22
41 H 5.8106 1.7989 3.3890  0.23
42 H 5.6030 0.0516 2.7552  0.22
43 H 4.0282 2.5967 1.6618  0.25

# 4
DFT (wB97M-V/def2-TZVPD) results for a 2-piece molecular cluster, C4H10OSi overall at a distorted geometry.

The LUMO energy (alpha / beta) comes out at -0.0066 / 0.0048 Ha. As for the energy relative to the best compared isomer or geometry (same formula, charge and spin): 4.967 eV. As for the orbital gap (alpha / beta): 7.762 / 7.119 eV.

Last column: natural (NBO) charge in e.
Positions of all 16 atoms, in Å:
1 C -0.0018 -1.3436 -1.8047  0.53
2 C -0.9600 -0.6970 -2.7477  -0.75
3 C 0.0688 -0.5290 2.0736  -0.60
4 C 0.7997 0.8443 1.9177  -0.87
5 O 0.2161 -2.5207 -1.7457  -0.50
6 Si 0.4172 1.6739 0.2718  0.70
7 H -1.6235 -1.4362 -2.9476  0.23
8 H -0.3355 -0.4586 -3.6435  0.25
9 H -1.3210 0.1990 -2.1628  0.24
10 H 0.1824 -0.8655 3.1348  0.21
11 H -0.9278 -0.3505 1.8075  0.20
12 H 0.6936 -1.2457 1.4548  0.22
13 H 1.9149 0.8371 1.9821  0.24
14 H 0.3624 1.3132 2.7584  0.23
15 H 1.5198 2.6984 -0.2672  -0.15
16 H -1.0052 1.8810 -0.0815  -0.18

# 5
DFT (wB97M-V/def2-TZVPD) results for a 7-piece molecular cluster, C8H32N2O7 overall at a distorted geometry.

The LUMO energy comes out at 0.0101 Ha. As for the energy relative to the best compared isomer or geometry (same formula, charge and spin): 0.516 eV. As for the SMILES: COC[C@H](C)N.COC[C@H](C)N.O.O.O.O.O. As for the orbital gap: 9.697 eV.

Last column: natural (NBO) charge in e.
Positions of all 49 atoms, in Å:
1 O 14.3576 -5.1965 14.6588  -0.96
2 H 14.2860 -5.5466 13.7664  0.49
3 H 15.0284 -4.5078 14.6172  0.49
4 O 15.2062 -3.1674 18.1176  -0.98
5 H 14.7443 -2.4017 17.7666  0.46
6 H 14.6646 -3.9336 17.8546  0.49
7 O 13.6378 -5.3697 17.3484  -1.00
8 H 13.6103 -5.4288 16.3757  0.51
9 H 13.9671 -6.2374 17.6233  0.50
10 O 10.8407 -3.8752 16.2522  -0.94
11 H 11.5458 -4.1255 16.8594  0.47
12 H 10.1295 -3.5708 16.8231  0.47
13 O 11.4053 -7.1592 17.1037  -0.97
14 H 12.0210 -7.8224 17.4448  0.48
15 H 11.8950 -6.3362 17.1738  0.47
16 C 15.6991 -9.7924 19.6670  -0.62
17 C 14.8751 -8.8287 18.8090  -0.08
18 C 14.7750 -9.2656 17.3766  -0.07
19 O 14.1317 -8.1994 16.6614  -0.57
20 C 13.9003 -8.5395 15.3164  -0.25
21 N 13.4922 -8.6107 19.3297  -0.83
22 H 16.0161 -9.3172 20.5914  0.22
23 H 16.6103 -10.0884 19.1305  0.21
24 H 15.1637 -10.7265 19.8494  0.20
25 H 15.3645 -7.8516 18.8138  0.19
26 H 14.1272 -10.1487 17.2975  0.18
27 H 15.7572 -9.4447 16.9262  0.18
28 H 13.2908 -9.4461 15.2389  0.18
29 H 14.8378 -8.6075 14.7567  0.17
30 H 13.2877 -7.7459 14.8788  0.20
31 H 13.1958 -9.4798 19.7801  0.35
32 H 13.5602 -7.9978 20.1437  0.36
33 C 20.6985 -9.3502 16.9023  -0.61
34 C 19.3319 -8.6910 17.0792  -0.09
35 C 19.4934 -7.4736 17.9451  -0.07
36 O 18.3306 -6.8938 18.5348  -0.54
37 C 17.3503 -6.3390 17.7222  -0.26
38 N 18.7532 -8.5036 15.7282  -0.84
39 H 21.5126 -8.6426 17.0834  0.20
40 H 20.8330 -9.7667 15.9071  0.22
41 H 20.8191 -10.1679 17.6152  0.22
42 H 18.6754 -9.4159 17.5663  0.19
43 H 20.1142 -6.7057 17.4643  0.17
44 H 20.0429 -7.8067 18.8343  0.19
45 H 16.7723 -7.0927 17.1711  0.15
46 H 17.6998 -5.5521 17.0436  0.17
47 H 16.5937 -5.8740 18.3614  0.20
48 H 18.0004 -7.8371 15.7221  0.36
49 H 19.4525 -8.1554 15.0814  0.35

# 6
DFT (wB97M-V/def2-TZVPD) results for a 2-piece molecular cluster, C2H4NO4S overall at a distorted geometry.

The LUMO energy (alpha / beta) comes out at 0.0770 / 0.1174 Ha. As for the energy relative to the best compared isomer or geometry (same formula, charge and spin): 7.518 eV. The net charge is -1. As for the orbital gap (alpha / beta): 6.169 / 7.572 eV.

Last column: natural (NBO) charge in e.
Positions of all 12 atoms, in Å:
1 C 2.0582 -0.0595 -0.5037  -0.52
2 C -0.5395 0.0205 0.4306  -0.25
3 N -0.7671 -1.2546 0.1880  0.38
4 O -2.1665 1.6848 1.2522  -0.99
5 O 0.0989 -2.0783 0.5783  -0.52
6 O -1.6601 -1.5420 -0.5646  -0.43
7 O -1.5397 2.2038 -0.9990  -1.01
8 S -1.9967 1.1537 -0.0819  1.60
9 H 1.6742 -1.0865 -0.3741  0.20
10 H 2.6582 0.4507 0.2755  0.16
11 H 1.9791 0.3745 -1.4630  0.16
12 H 0.2011 0.1329 1.2617  0.21

# 7
DFT (wB97M-V/def2-TZVPD) results for a 2-piece molecular cluster, C6H14O6 overall at a distorted geometry.

The LUMO energy comes out at 0.0175 Ha. As for the energy relative to the best compared isomer or geometry (same formula, charge and spin): 5.792 eV. As for the orbital gap: 9.914 eV.

Last column: natural (NBO) charge in e.
Positions of all 26 atoms, in Å:
1 C -3.1783 -0.1926 0.4457  -0.09
2 C -1.9268 0.6822 0.5511  0.02
3 C -0.7450 -0.3130 0.5454  0.10
4 C 0.7367 0.3052 0.5249  0.06
5 C 1.8153 -0.7561 0.2704  0.06
6 C 3.2948 -0.2178 0.4915  -0.10
7 H -3.6803 0.1031 -1.5760  0.50
8 H -4.0856 0.3057 0.7077  0.18
9 H -3.0562 -1.1184 1.0404  0.18
10 H -1.7693 1.2436 1.4337  0.19
11 H -1.0517 1.1686 -1.3489  0.51
12 H -0.9430 -0.8287 1.6112  0.15
13 H -1.7612 -1.0895 -1.0080  0.52
14 H 0.8250 0.9163 1.4327  0.19
15 H 1.4830 1.8620 -0.5847  0.53
16 H 1.6297 -1.5766 0.9941  0.19
17 H 1.2341 -1.0595 -1.8631  0.53
18 H 4.1125 -1.0166 0.2069  0.19
19 H 3.7155 0.0002 1.5462  0.20
20 H 3.6332 0.4176 -1.2730  0.50
21 O -3.3584 -0.7195 -0.8027  -0.73
22 O -2.0125 1.7440 -0.5505  -0.77
23 O -0.8554 -1.0877 -0.5612  -0.78
24 O 0.5835 1.2456 -0.6890  -0.78
25 O 1.9298 -0.9866 -1.1246  -0.78
26 O 3.4307 0.9683 -0.4203  -0.75

# 8
DFT (wB97M-V/def2-TZVPD) results for C24H17Br3IrNO6 as an isolated structure.

The LUMO energy (alpha / beta) comes out at -0.1240 / -0.2077 Ha. As for the energy relative to the best compared isomer or geometry (same formula, charge and spin): 0.047 eV. The net charge is +1. As for the spin multiplicity: 6. As for the orbital gap (alpha / beta): 6.731 / 4.847 eV.

Last column: natural (NBO) charge in e.
Positions of all 52 atoms, in Å:
1 Ir -0.2598 0.3178 0.7796  1.13
2 O -4.3656 2.1377 1.8023  -0.65
3 C -3.1610 1.5974 1.9392  0.79
4 O -2.8285 0.5405 1.4699  -0.60
5 C -2.2601 2.4889 2.7586  -0.18
6 O -0.9483 1.9527 2.8008  -0.52
7 C -0.4810 1.6196 4.0416  -0.09
8 C -0.4103 -1.5000 4.0117  1.05
9 O -0.1371 -1.5190 5.1367  -0.49
10 O -0.6868 -1.4480 2.8780  -0.55
11 H -4.9221 1.5394 1.2798  0.51
12 H -2.6800 2.5751 3.7595  0.23
13 H -2.2389 3.4812 2.3130  0.23
14 H -1.0458 1.9561 4.9027  0.16
15 H 0.5826 1.4363 4.0782  0.19
16 C 1.0033 -0.1316 -2.9177  -0.66
17 C 2.1670 0.0425 -1.9951  0.28
18 C 3.4782 -0.0016 -2.5118  -0.22
19 C 4.5566 0.1051 -1.6811  -0.11
20 C 4.3379 0.2510 -0.3017  -0.17
21 C 5.3782 0.3174 0.6824  0.02
22 Br 7.1683 0.2704 0.1613  0.18
23 C 5.1055 0.4070 2.0394  -0.28
24 C 3.8016 0.4776 2.4710  -0.09
25 Br 3.4202 0.5770 4.2933  0.17
26 C 2.7022 0.4792 1.5461  0.39
27 O 1.5291 0.6297 1.9466  -0.61
28 C 3.0051 0.3058 0.1253  0.20
29 N 1.9490 0.2116 -0.6947  -0.45
30 H 1.3338 -0.1409 -3.9534  0.23
31 H 0.2761 0.6697 -2.7840  0.24
32 H 0.4970 -1.0744 -2.6980  0.26
33 H 3.6177 -0.1246 -3.5771  0.24
34 H 5.5654 0.0763 -2.0704  0.25
35 H 5.9132 0.4224 2.7576  0.26
36 Br -1.3838 2.0721 -0.9938  0.10
37 C -2.2872 0.6298 -1.8861  -0.07
38 C -3.1460 0.9939 -2.8743  -0.25
39 C -3.8109 -0.0165 -3.6030  -0.20
40 C -3.5631 -1.3265 -3.3255  -0.17
41 C -2.6541 -1.7026 -2.3047  -0.07
42 C -2.3809 -3.0677 -2.0477  -0.18
43 C -1.5061 -3.4268 -1.0674  -0.21
44 C -0.8757 -2.4354 -0.2794  -0.24
45 C -1.1001 -1.0976 -0.4826  -0.37
46 C -1.9951 -0.7105 -1.5258  -0.04
47 H -3.3109 2.0386 -3.1082  0.24
48 H -4.5049 0.2636 -4.3840  0.23
49 H -4.0602 -2.1072 -3.8888  0.22
50 H -2.8815 -3.8207 -2.6470  0.22
51 H -1.3010 -4.4738 -0.8779  0.22
52 H -0.2011 -2.7576 0.5066  0.22